[1]
This record from OMol25 describes an isolated ion of composition CH2IO2Si and charge -1. The level of theory is ωB97M-V/def2-TZVPD.

## Properties
Orbital gap: 0.261 hartree
HOMO: -4.233 eV
E_tot: -21144.5337 eV
Molecular weight: 201.015 g mol⁻¹
Strongest force on any atom: 5.64 eV/A
Net charge: -1

Atoms and positions in Å:
O  1.90  0.07  1.07
C  1.17  0.03  0.02
O  1.72  -0.22  -1.22
Si  -0.75  0.26  0.07
I  -1.70  -2.07  0.06
H  -1.21  1.04  1.22
H  -1.13  0.88  -1.22

[2]
This record from OMol25 describes C36H33GeInN5O as an isolated structure. The level of theory is ωB97M-V/def2-TZVPD.

## Properties
Orbital gap (spin up / spin down): 0.230 / 0.196 hartree
HOMO (spin up / spin down): -13.032 / -13.029 eV
E_tot: -109043.0664 eV
⟨S²⟩: 0.802
Molecular weight: 739.122 g mol⁻¹
Strongest force on any atom: 0.95 eV/A
Multiplicity: 2
Net charge: +2

Atoms and positions in Å:
In  0.89  -0.32  -0.96
C  4.30  1.67  2.89
C  3.20  2.52  3.00
C  2.29  2.61  1.97
C  2.45  1.83  0.82
C  3.54  0.94  0.74
C  4.47  0.88  1.76
N  1.55  1.82  -0.23
C  0.87  2.93  -0.64
C  1.29  4.26  -0.39
C  0.58  5.31  -0.92
C  -0.55  5.10  -1.71
C  -0.96  3.81  -1.99
C  -0.26  2.74  -1.46
N  -0.60  1.39  -1.71
N  -1.69  1.16  -2.25
C  -1.94  -0.23  -2.49
C  -3.21  -0.57  -2.90
C  -3.50  -1.92  -3.07
C  -2.50  -2.85  -2.86
C  -1.24  -2.40  -2.47
N  -0.96  -1.11  -2.30
H  5.02  1.61  3.70
H  3.06  3.11  3.90
H  1.41  3.24  2.08
H  3.68  0.35  -0.17
H  5.32  0.22  1.68
H  2.19  4.43  0.17
H  0.92  6.33  -0.74
H  -1.09  5.94  -2.12
H  -1.82  3.62  -2.62
H  -3.95  0.21  -3.04
H  -4.49  -2.23  -3.37
H  -2.68  -3.91  -2.98
H  -0.43  -3.10  -2.30
C  1.23  1.11  -4.47
C  2.25  0.21  -3.85
N  3.25  -0.21  -4.60
O  2.19  -0.13  -2.65
H  1.46  1.37  -5.50
H  1.15  2.02  -3.87
H  0.26  0.60  -4.45
H  3.35  0.06  -5.56
H  3.96  -0.82  -4.20
C  1.96  -3.18  1.00
Ge  0.54  -1.88  1.22
C  0.78  -0.80  2.79
C  1.92  -1.04  3.55
C  2.10  -0.42  4.78
C  1.14  0.47  5.25
C  0.01  0.74  4.49
C  -0.18  0.10  3.27
C  -1.20  -2.63  0.90
C  -1.27  -4.00  0.92
C  -2.51  -4.67  0.76
C  -3.65  -3.96  0.60
C  -3.63  -2.53  0.56
C  -4.82  -1.78  0.40
C  -4.80  -0.42  0.37
C  -3.57  0.26  0.50
C  -2.41  -0.44  0.66
C  -2.40  -1.86  0.71
H  1.97  -3.88  1.84
H  2.92  -2.67  0.95
H  1.80  -3.74  0.08
H  2.67  -1.74  3.20
H  2.98  -0.63  5.37
H  1.28  0.95  6.21
H  -0.74  1.42  4.87
H  -1.09  0.29  2.73
H  -0.38  -4.59  1.05
H  -2.54  -5.75  0.79
H  -4.61  -4.46  0.49
H  -5.76  -2.32  0.31
H  -5.72  0.14  0.26
H  -3.55  1.35  0.48
H  -1.47  0.10  0.76